Entry 1:
CH4S3Si | wB97M-V/def2-TZVPD

Its HOMO energy (spin up / spin down) is -9.0 / -9.0 eV. Its multiplicity is 1. The calculation puts the energy above the lowest of the compared OMol25 structures with the same formula, charge and spin at 41.53 kcal per mole. The LUMO energy (spin up / spin down) comes out at -1.3 / -1.3 eV. The total energy is -41482.8054 eV. The maximum force is 2.36 eV/A.

```
9
Properties=species:S:1:pos:R:3:mulliken_charge:R:1
C -0.79 0.61 -1.54 0.204
Si 0.30 -0.27 1.78 0.466
S -1.35 1.83 -2.35 -0.117
S 0.03 -0.82 -1.74 -0.063
S -1.50 0.28 0.81 -0.295
H 1.46 0.04 0.90 -0.124
H 0.59 0.31 3.16 -0.123
H 0.65 -1.68 1.96 -0.123
H 0.62 -0.30 -2.97 0.176
```

***

Entry 2:
C42H35CoN6O3 | wB97M-V/def2-TZVPD

Its HOMO energy (spin up / spin down) is -4.8 / -6.1 eV. Its multiplicity is 5. The calculation puts the energy above the lowest of the compared OMol25 structures with the same formula, charge and spin at 28.57 kcal per mole. The LUMO energy (spin up / spin down) comes out at -0.7 / -0.7 eV. Its expectation value of S² is 6.05. The total energy is -96826.6467 eV. The maximum force is 4.45 eV/A.

```
87
Properties=species:S:1:pos:R:3:mulliken_spin:R:1
Co 0.04 -0.71 1.48 2.756
C 4.84 1.36 -1.76 0.000
O 4.69 0.58 -0.51 0.000
C 3.61 -0.21 -0.62 -0.006
N 3.08 -0.20 -1.87 0.010
C 3.58 1.14 -2.55 -0.003
C 2.53 2.17 -2.34 -0.001
C 2.12 2.89 -3.46 -0.002
C 1.22 3.97 -3.34 0.000
C 0.64 4.23 -2.08 0.003
C 1.03 3.49 -1.00 0.017
C 2.00 2.47 -1.10 0.001
C 3.27 -1.05 0.52 0.026
C 4.38 -1.42 1.24 -0.004
C 4.28 -2.58 2.06 0.017
C 3.11 -3.28 2.14 -0.001
C 1.99 -2.76 1.48 0.029
N 2.00 -1.61 0.76 0.021
C 0.70 -3.33 1.76 -0.035
N -0.45 -2.78 1.50 0.016
C -1.49 -3.58 2.23 0.002
C -0.71 -4.64 2.95 0.002
O 0.70 -4.46 2.51 0.002
C -2.41 -4.27 1.25 0.009
C -1.90 -5.07 0.23 0.000
C -2.70 -5.45 -0.84 0.000
C -4.06 -5.10 -0.86 -0.001
C -4.57 -4.43 0.27 0.001
C -3.79 -4.12 1.38 0.002
H 5.79 1.03 -2.16 0.000
H 5.01 2.41 -1.51 0.000
H 3.74 1.02 -3.64 0.000
H 2.41 2.61 -4.45 0.000
H 1.01 4.68 -4.14 0.000
H -0.02 5.15 -1.96 0.001
H 0.69 3.67 0.03 -0.017
H 2.36 2.00 -0.19 0.001
H 5.29 -0.87 1.15 0.002
H 5.16 -2.96 2.58 0.002
H 2.94 -4.20 2.74 0.000
H -2.05 -2.93 2.92 -0.007
H -0.92 -5.68 2.70 0.000
H -0.74 -4.64 4.03 0.000
H -0.83 -5.26 0.24 0.000
H -2.25 -6.06 -1.61 0.000
H -4.73 -5.44 -1.67 0.000
H -5.56 -3.99 0.34 0.000
H -4.25 -3.54 2.20 0.000
N -5.81 7.69 0.96 0.036
C -5.15 6.74 1.17 -0.012
C -4.26 5.67 1.25 0.065
C -4.02 4.94 2.40 -0.030
C -3.07 3.95 2.46 0.086
C -2.47 3.47 1.30 0.066
C -2.72 4.19 0.11 0.077
C -3.55 5.26 0.10 -0.045
C -1.60 2.25 1.25 0.121
C -0.63 2.05 2.25 -0.036
C -0.09 3.06 3.14 0.229
C 0.92 2.44 3.89 -0.063
C 0.93 1.10 3.50 0.177
N 0.09 0.84 2.46 0.057
C -1.73 1.34 0.18 -0.004
C -2.69 1.30 -0.86 0.232
C -2.58 0.05 -1.51 -0.055
C -1.50 -0.59 -0.94 0.172
N -1.00 0.08 0.09 0.047
H -4.49 5.18 3.34 0.000
H -2.83 3.55 3.44 0.001
H -2.23 3.85 -0.84 0.004
H -3.65 5.76 -0.84 -0.002
H -0.41 4.10 3.31 0.007
H 1.58 2.90 4.64 0.000
H 1.59 0.31 3.86 0.022
H -3.49 2.01 -0.97 0.005
H -3.21 -0.37 -2.28 0.006
H -1.00 -1.52 -1.20 0.033
C 1.63 -1.60 -4.75 0.001
O 1.99 -0.63 -3.73 -0.006
C 2.38 -1.11 -2.56 -0.033
C 1.98 -2.49 -2.20 0.004
H 0.70 -2.11 -4.53 -0.001
H 2.42 -2.37 -4.84 0.000
H 1.55 -1.05 -5.68 0.000
H 0.90 -2.59 -2.44 -0.003
H 2.20 -2.72 -1.18 -0.003
H 2.58 -3.19 -2.83 -0.002
```

***

Entry 3:
C24H44CeN2OP2Si | wB97M-V/def2-TZVPD

Its HOMO energy (spin up / spin down) is -6.1 / -6.1 eV. Its multiplicity is 1. The calculation puts the energy above the lowest of the compared OMol25 structures with the same formula, charge and spin at 105.41 kcal per mole. The LUMO energy (spin up / spin down) comes out at -0.5 / -0.5 eV. The total energy is -70011.3677 eV. The maximum force is 3.66 eV/A.

```
75
Properties=species:S:1:pos:R:3:mulliken_charge:R:1
Ce 0.35 0.68 0.33 -0.321
P -0.62 0.21 3.18 1.263
P 0.78 1.56 -2.51 1.242
N -1.18 1.65 0.18 0.010
H 0.51 -0.69 1.38 -0.177
C -0.05 1.55 4.29 -1.333
H -0.28 1.25 5.33 0.426
H -0.59 2.48 4.03 0.302
H 1.03 1.71 4.16 0.298
C -0.37 -1.30 4.19 -1.325
H -0.83 -1.13 5.18 0.489
H 0.72 -1.48 4.28 0.308
H -0.83 -2.16 3.68 0.265
C -2.44 0.41 3.21 -1.282
H -2.78 0.32 4.25 0.469
H -2.92 -0.35 2.59 0.315
H -2.71 1.40 2.81 0.267
C 1.65 3.19 -2.63 -1.357
H 2.01 3.39 -3.65 0.413
H 2.49 3.17 -1.92 0.283
H 0.95 3.98 -2.32 0.364
C 1.98 0.54 -3.47 -1.201
H 2.29 1.05 -4.39 0.443
H 1.50 -0.42 -3.72 0.226
H 2.86 0.33 -2.85 0.276
C -0.51 1.87 -3.77 -1.251
H -0.10 2.30 -4.70 0.408
H -1.24 2.57 -3.37 0.350
H -1.02 0.93 -4.02 0.297
C -2.24 2.43 0.00 0.082
C -3.59 4.38 0.67 -0.574
C -2.42 3.64 0.73 -0.006
C -3.33 2.07 -0.94 -0.045
C -4.51 2.83 -0.93 -0.987
C -4.64 3.96 -0.15 -0.348
H -3.69 5.27 1.26 0.392
H -1.59 3.99 1.39 0.249
H -3.22 1.22 -1.60 0.509
H -5.32 2.50 -1.58 0.384
H -5.58 4.54 -0.17 0.318
C 3.35 1.28 0.65 0.718
O 2.53 1.98 0.01 -0.571
C 3.60 1.49 2.18 -0.785
H 4.19 0.69 2.70 0.331
H 2.71 1.75 2.82 -0.033
H 4.29 2.40 2.13 0.392
C 4.00 0.07 0.02 -0.429
H 4.79 0.56 -0.66 0.331
H 3.35 -0.64 -0.64 -0.197
H 4.60 -0.60 0.72 0.357
C -2.88 -1.37 -0.28 -0.398
Si -1.43 -2.43 -0.82 0.176
C -1.56 -4.07 0.10 -1.141
C -1.57 -2.76 -2.66 -1.093
N 0.10 -1.66 -0.41 0.363
C 1.25 -2.46 -0.48 -0.582
C 1.90 -2.83 0.75 0.087
C 3.05 -3.62 0.70 -0.677
C 3.56 -4.06 -0.52 -0.461
C 2.94 -3.73 -1.71 -0.893
C 1.77 -2.92 -1.71 0.241
H -3.66 -2.00 0.17 0.462
H -3.33 -0.85 -1.14 0.220
H -2.61 -0.60 0.45 -0.371
H -2.45 -4.64 -0.22 0.381
H -0.68 -4.70 -0.08 0.308
H -1.64 -3.90 1.18 0.230
H -1.44 -1.83 -3.24 0.191
H -0.82 -3.48 -3.01 0.325
H -2.56 -3.17 -2.91 0.381
H 1.52 -2.41 1.67 0.391
H 3.53 -3.90 1.65 0.355
H 4.47 -4.70 -0.53 0.294
H 3.33 -4.08 -2.67 0.378
H 1.28 -2.66 -2.63 0.278
```